Density functional theory data (ωB97M-V/def2-TZVPD) for a structure of composition C57H51AsClF2GeIrP3S.

```
118
Properties=species:S:1:pos:R:3:forces:R:3
Ir 0.1579 -0.2095 0.1728 0.49 -0.10 0.33
F 2.2768 4.0478 0.0262 0.11 0.42 -0.10
Ge 1.7070 2.3682 0.1675 0.25 0.67 -0.07
C 1.8562 2.3244 2.1255 -0.17 -0.35 0.19
C 2.1524 3.5415 2.7463 0.03 -0.04 0.10
C 2.4120 3.5946 4.1089 0.03 0.04 0.06
C 2.4113 2.4298 4.8712 -0.01 0.01 -0.05
C 2.1338 1.2156 4.2635 0.04 0.01 -0.08
C 1.8336 1.1563 2.8970 0.03 0.22 0.17
P 1.5016 -0.4679 2.1515 -0.41 0.06 0.25
C 0.3176 -1.3251 3.2489 -0.04 0.05 -0.01
C -0.4748 -0.6482 4.1738 -0.01 -0.12 0.04
C -1.4847 -1.3182 4.8615 0.05 0.10 -0.10
C -1.7026 -2.6691 4.6350 -0.07 -0.06 -0.01
C -0.9173 -3.3514 3.7117 0.06 -0.01 -0.03
C 0.0763 -2.6815 3.0119 -0.02 -0.04 0.05
C 3.1117 -1.2847 2.4888 0.02 -0.11 -0.21
C 4.2423 -0.7213 1.8907 0.03 0.04 0.16
C 5.4985 -1.2721 2.0910 -0.06 0.04 -0.05
C 5.6447 -2.3943 2.8997 0.04 -0.02 0.02
C 4.5338 -2.9414 3.5228 -0.15 0.05 -0.05
C 3.2675 -2.3939 3.3165 0.16 0.06 -0.01
C 3.2513 1.5777 -0.7017 0.02 -0.50 -0.28
C 4.4841 2.1835 -0.4276 0.01 -0.07 -0.13
C 5.6365 1.7373 -1.0581 -0.06 -0.01 0.01
C 5.5652 0.6970 -1.9855 0.02 0.02 0.06
C 4.3506 0.0876 -2.2567 -0.10 0.10 0.02
C 3.1828 0.5038 -1.5978 0.27 0.28 0.09
P 1.5708 -0.3521 -1.8693 0.04 -0.75 0.10
C 1.9837 -2.0613 -1.3128 0.13 0.04 0.10
C 3.1498 -2.3284 -0.5903 -0.11 -0.16 -0.09
C 3.4329 -3.6106 -0.1327 0.05 0.00 0.00
C 2.5578 -4.6550 -0.4014 -0.04 0.05 -0.02
C 1.3970 -4.4043 -1.1319 0.02 -0.03 0.03
C 1.1129 -3.1202 -1.5721 0.11 -0.14 0.15
C 1.5948 -0.5202 -3.6963 -0.20 0.18 -0.15
C 0.9284 0.4229 -4.4837 0.08 -0.11 -0.03
C 0.8806 0.2789 -5.8636 0.07 -0.01 0.03
C 1.5122 -0.8020 -6.4760 -0.03 0.03 0.03
C 2.1771 -1.7402 -5.6994 0.01 0.02 0.02
C 2.2121 -1.6067 -4.3121 -0.03 0.09 -0.07
C 0.1725 2.7051 -1.0397 -0.21 -0.23 0.00
C 0.5011 3.3169 -2.2488 -0.12 -0.05 0.12
C -0.4973 3.5757 -3.1879 0.04 0.04 0.01
C -1.8142 3.2230 -2.9234 0.02 -0.08 0.00
C -2.1553 2.6263 -1.7105 0.08 0.10 -0.09
C -1.1696 2.3783 -0.7659 0.22 0.07 -0.26
P -1.3995 1.5477 0.8271 -0.31 0.25 -0.45
C -3.1830 1.2219 1.0496 -0.05 -0.02 -0.03
C -4.0794 2.3000 0.9988 -0.10 -0.16 0.00
C -5.4378 2.0860 1.1870 0.16 0.05 -0.06
C -5.9132 0.8016 1.4470 0.00 0.06 -0.02
C -5.0297 -0.2615 1.5226 0.14 -0.01 0.02
C -3.6637 -0.0559 1.3240 -0.13 0.12 0.19
C -1.2219 2.9558 1.9919 -0.02 -0.14 0.21
C -0.8407 4.2350 1.5978 -0.08 0.14 0.11
C -0.8186 5.2751 2.5254 0.01 -0.04 -0.07
C -1.1638 5.0444 3.8481 0.00 -0.03 0.03
C -1.5507 3.7672 4.2476 0.00 -0.06 -0.01
C -1.5916 2.7341 3.3220 0.10 0.06 0.06
H 2.1813 4.4490 2.1553 0.01 -0.11 0.08
H 2.6330 4.5536 4.5758 -0.06 -0.21 -0.09
H 2.6344 2.4669 5.9329 -0.03 0.00 -0.12
H 2.1522 0.2985 4.8486 0.01 0.13 -0.06
H -0.2968 0.4014 4.3642 -0.05 0.01 0.01
H -2.1097 -0.7753 5.5629 0.09 -0.05 -0.02
H -2.4919 -3.1918 5.1688 0.13 0.08 -0.07
H -1.0927 -4.4062 3.5229 0.03 0.13 0.02
H 0.6597 -3.2112 2.2627 -0.08 0.02 0.05
H 4.1386 0.1649 1.2742 0.04 -0.05 -0.01
H 6.3637 -0.8263 1.6122 -0.07 -0.01 0.04
H 6.6265 -2.8318 3.0514 -0.11 0.05 0.00
H 4.6441 -3.8000 4.1744 -0.02 0.04 -0.03
H 2.4175 -2.8256 3.8238 -0.02 -0.04 -0.01
H 4.5302 3.0161 0.2677 0.02 -0.06 -0.07
H 6.5895 2.2083 -0.8384 -0.09 -0.05 -0.04
H 6.4644 0.3609 -2.4944 -0.12 0.03 0.07
H 4.3118 -0.7293 -2.9727 0.01 0.13 0.10
H 3.8452 -1.5360 -0.3786 0.07 0.01 -0.02
H 4.3457 -3.7857 0.4342 -0.18 0.05 -0.08
H 2.7744 -5.6557 -0.0386 -0.03 0.12 -0.08
H 0.7031 -5.2152 -1.3444 0.11 0.15 0.04
H 0.1924 -2.9043 -2.0776 -0.27 0.01 -0.23
H 0.4252 1.2535 -4.0056 -0.02 -0.04 -0.03
H 0.3472 1.0092 -6.4645 0.08 -0.05 0.06
H 1.4875 -0.9085 -7.5557 -0.01 0.01 0.11
H 2.6737 -2.5831 -6.1713 -0.07 0.09 0.07
H 2.7139 -2.3608 -3.7169 -0.02 0.03 -0.05
H 1.5329 3.5879 -2.4568 -0.12 -0.01 0.00
H -0.2386 4.0475 -4.1332 -0.04 -0.07 0.15
H -2.5841 3.4007 -3.6688 0.09 0.02 0.10
H -3.1842 2.3483 -1.5173 0.03 0.01 0.02
H -3.7130 3.3047 0.8172 -0.01 -0.03 0.02
H -6.1253 2.9241 1.1362 0.07 -0.09 0.02
H -6.9751 0.6395 1.5958 0.08 0.01 0.00
H -5.3944 -1.2612 1.7376 0.05 0.10 -0.03
H -2.9775 -0.8906 1.3817 -0.13 0.12 0.09
H -0.5665 4.4472 0.5730 -0.01 -0.01 0.03
H -0.5272 6.2699 2.2005 -0.03 -0.13 0.05
H -1.1435 5.8572 4.5686 0.00 -0.11 -0.10
H -1.8359 3.5790 5.2799 0.04 0.04 -0.17
H -1.9372 1.7504 3.6270 0.02 0.07 -0.01
Cl -1.3349 -2.0959 0.2609 -0.13 -0.22 -0.35
F -0.4352 -0.6947 -2.2044 -0.06 -0.12 0.01
C -3.6177 -4.1710 -2.7605 0.01 -0.07 0.18
As -3.2671 -2.3572 -3.2444 -0.08 -0.19 -0.38
C -1.7677 -2.3749 -4.4312 0.16 0.27 0.02
C -4.7515 -1.8806 -4.3639 -0.11 -0.02 0.11
S -3.3647 -1.0626 -1.5614 0.21 0.06 0.32
H -3.5884 -4.7941 -3.6515 0.04 -0.02 -0.04
H -4.6044 -4.2052 -2.3120 -0.13 -0.05 0.06
H -2.8860 -4.5059 -2.0316 0.10 -0.03 0.02
H -2.1632 -2.5535 -5.4296 -0.01 -0.02 -0.03
H -1.0973 -3.1783 -4.1525 0.17 -0.06 0.08
H -1.2469 -1.4208 -4.3814 0.06 -0.01 0.04
H -4.8899 -2.6698 -5.1008 0.02 0.00 -0.03
H -4.5497 -0.9378 -4.8547 0.06 0.17 -0.11
H -5.6414 -1.7851 -3.7518 -0.12 -0.01 0.05
```
Forces are in eV/Å.

The LUMO energy (alpha / beta) is -1.67 / -4.79 eV. Its HOMO-LUMO gap (alpha / beta) is 0.2628 / 0.2168 Ha. As for the multiplicity: 5. The calculation puts the total energy at -236784.983 eV. The net charge is +1. For the HOMO energy (alpha / beta), the calculation gives -8.8 / -10.7 eV. Its energy above the lowest of the compared OMol25 structures with the same formula, charge and spin is 0.00 kJ/mol. Its expectation value of S² is 6.02.